Molecular formula: C6H3NO2
Method: DFT, ωB97M-V/def2-TZVPD

The energy relative to the best compared isomer or geometry (same formula, charge and spin) is 5.426 eV. Its orbital gap is 8.38 eV.

The geometry in ORCA input format:
```
! RIJCOSX wB97M-V def2-TZVPD def2/J DEFGRID3
* xyz 0 1
O -0.671 2.625 1.408
C -0.171 1.412 1.140
C -1.221 0.287 1.669
N -1.064 -0.844 1.213
C 0.212 -0.723 0.324
C 0.275 -1.273 -1.163
C 0.979 -0.420 -1.939
O 1.411 0.593 -0.996
C 0.768 0.559 0.323
H -1.860 0.340 2.637
H -0.137 -2.164 -1.854
H 1.479 -0.392 -2.763
*
```

***

Molecular formula: C6H3NS4
Method: DFT, ωB97M-V/def2-TZVPD

The energy relative to the best compared isomer or geometry (same formula, charge and spin) is 0.000 eV. Its orbital gap is 7.01 eV.

The geometry in ORCA input format:
```
! RIJCOSX wB97M-V def2-TZVPD def2/J DEFGRID3
* xyz 0 1
S -1.191 -1.738 -1.730
C -0.012 -1.339 -0.732
S 1.232 -2.543 -0.306
S 2.375 -1.256 0.784
N 1.346 -0.053 0.717
C 0.181 -0.131 0.081
C -0.666 1.070 0.175
C -1.921 1.364 -0.384
C -2.390 2.632 -0.149
C -1.506 3.360 0.655
S -0.188 2.440 1.113
H -2.433 0.728 -1.165
H -3.270 3.029 -0.544
H -1.501 4.431 1.043
*
```

***

Molecular formula: C6H4Br2O2
Method: DFT, ωB97M-V/def2-TZVPD

The energy relative to the best compared isomer or geometry (same formula, charge and spin) is 2.538 eV. Its orbital gap (spin up / spin down) is 4.06 / 4.06 eV.

The geometry in ORCA input format:
```
! RIJCOSX wB97M-V def2-TZVPD def2/J DEFGRID3
* xyz 0 1
C -3.410 0.422 -0.434
C -2.764 -0.523 -0.780
C 2.912 1.027 1.458
C 2.256 0.710 0.375
C 0.734 0.372 0.247
C -2.100 -1.587 -1.238
O -0.034 1.177 0.758
O 0.610 -0.722 -0.294
Br -1.392 -1.694 -2.974
Br -1.973 -3.067 -0.172
H -4.256 0.966 -0.174
H 4.017 1.071 1.402
H 2.610 1.369 2.456
H 2.789 0.479 -0.630
*
```

***

Molecular formula: C6H4BrF2NO
Method: DFT, ωB97M-V/def2-TZVPD

The energy relative to the best compared isomer or geometry (same formula, charge and spin) is 2.985 eV. Its orbital gap (spin up / spin down) is 6.26 / 6.26 eV.

The geometry in ORCA input format:
```
! RIJCOSX wB97M-V def2-TZVPD def2/J DEFGRID3
* xyz 0 1
C -0.265 0.749 -0.412
C 0.929 0.157 -0.794
C -1.033 0.368 0.754
C 0.478 -1.330 1.065
C 1.376 -0.976 -0.007
C 4.283 -0.773 -0.418
N -0.588 -0.654 1.408
O 2.320 -1.814 -0.187
F 4.567 -0.655 -1.706
F 5.044 -1.613 0.208
Br 4.186 0.789 0.515
H -0.673 1.649 -1.064
H 1.413 0.378 -1.708
H -1.942 0.844 1.056
H 0.367 -2.380 1.349
*
```

***

Molecular formula: C6H4BrFS2
Method: DFT, ωB97M-V/def2-TZVPD

Its orbital gap is 9.37 eV.

The geometry in ORCA input format:
```
! RIJCOSX wB97M-V def2-TZVPD def2/J DEFGRID3
* xyz 0 1
F 2.667 -1.733 -1.516
C 1.862 -1.248 -0.631
C 0.411 -1.305 -0.992
C -0.444 -0.379 -0.538
C -0.077 0.808 0.260
S 0.921 2.137 -0.478
C 1.302 0.953 0.769
C 2.311 -0.114 0.316
Br 4.083 0.474 -0.004
S 2.079 -1.736 1.135
H -0.005 -2.079 -1.611
H -1.544 -0.366 -0.635
H -0.816 1.141 0.950
H 1.489 1.291 1.687
*
```

***

Molecular formula: C6H4Cl2CuF12MgNaO12S4
Method: DFT, ωB97M-V/def2-TZVPD

Its orbital gap (spin up / spin down) is 7.36 / 7.50 eV.

The geometry in ORCA input format:
```
! RIJCOSX wB97M-V def2-TZVPD def2/J DEFGRID3
* xyz 0 3
Na 3.075 -0.056 0.741
Cu -2.185 0.848 2.005
Mg -0.544 -0.053 -2.355
C 0.273 4.126 -0.463
F 1.016 4.795 0.417
F -1.027 4.433 -0.198
F 0.551 4.328 -1.792
S 0.378 2.214 -0.155
O 0.020 1.429 -1.359
O 1.689 1.899 0.324
O -0.633 1.915 0.894
C -0.758 -3.626 0.549
F -1.945 -3.675 1.120
F 0.101 -4.285 1.354
F -0.794 -4.184 -0.665
S -0.411 -1.725 0.402
O -0.804 -1.347 -0.988
O -1.221 -0.991 1.410
O 1.059 -1.478 0.543
C -4.830 1.515 -2.099
F -4.468 2.833 -2.090
F -5.922 1.311 -1.289
F -5.029 1.067 -3.382
S -3.503 0.403 -1.361
O -4.038 -0.958 -1.293
O -2.352 0.519 -2.249
O -3.125 0.807 0.073
C 3.252 1.133 -3.809
F 2.360 2.184 -3.561
F 3.390 0.953 -5.136
F 4.395 1.435 -3.258
S 2.618 -0.500 -2.923
O 3.143 -1.566 -3.745
O 3.151 -0.522 -1.563
O 1.145 -0.508 -2.916
Cl 2.962 -2.713 6.238
C 1.368 -2.462 5.369
C 1.369 -1.195 4.403
Cl 2.688 -1.098 3.182
H 0.612 -2.338 6.145
H 1.184 -3.356 4.772
H 1.315 -0.240 4.927
H 0.475 -1.274 3.784
*
```

***

Molecular formula: C6H4Cl2O2
Method: DFT, ωB97M-V/def2-TZVPD

The energy relative to the best compared isomer or geometry (same formula, charge and spin) is 4.604 eV. Its orbital gap is 9.18 eV.

The geometry in ORCA input format:
```
! RIJCOSX wB97M-V def2-TZVPD def2/J DEFGRID3
* xyz 0 1
C 0.081 -1.055 -0.098
C 1.276 -0.219 -0.187
C -1.162 -0.602 -0.046
C 1.305 1.107 -0.142
C -1.384 0.777 0.206
C -0.477 1.917 0.213
O -1.030 1.394 1.363
O -0.707 3.070 -0.422
Cl 2.572 2.095 -0.060
Cl -3.095 1.252 -0.313
H 0.266 -2.090 -0.329
H 2.288 -0.735 -0.095
H -1.979 -1.247 0.074
H -1.607 3.097 -0.510
*
```

***

Question: What is the formula in the first record?
Answer: C6H3NO2